Record 1
ORCA calculation (ωB97M-V/def2-TZVPD) on C11H26CoN4O7S as an isolated structure.

CARTESIAN COORDINATES (ANGSTROEM)
1 Co -0.3995 0.0859 -0.3662
2 S 0.3985 -0.5641 2.5945
3 O 1.5776 2.0745 -0.9270
4 O -0.3771 -1.0873 -3.7265
5 O -1.8840 -1.9343 1.0172
6 O 0.7725 -0.0905 1.1533
7 O 2.2149 -0.4192 -1.2201
8 O 1.3230 0.8372 -3.5569
9 O -2.2866 0.4101 1.7902
10 N -1.0206 -1.5944 0.1260
11 N 1.0413 -0.8396 -1.0689
12 N -1.5713 0.9821 0.8214
13 N 0.3651 1.7713 -0.4741
14 C -0.9784 -3.9574 -0.5351
15 C 0.2690 4.1445 0.2047
16 C 0.8433 0.8532 3.6091
17 C 1.8261 -1.5798 2.9825
18 C -0.4004 -2.5975 -0.5574
19 C 0.7798 -2.1738 -1.2034
20 C -2.1881 3.1430 1.8849
21 C 1.7438 -2.9699 -1.9865
22 C -1.5111 0.1046 -1.9210
23 C -1.3991 2.3138 0.9319
24 C -0.2855 2.7662 0.1657
25 H -2.8403 3.8372 1.3380
26 H -2.4949 -0.3516 -1.7140
27 H 1.7383 -2.4935 2.3908
28 H 1.7789 -2.5703 -3.0081
29 H -1.5299 3.7557 2.5155
30 H 1.1968 1.5818 -4.1937
31 H -0.5575 4.8664 0.1700
32 H 2.7282 -1.0225 2.7201
33 H 0.8225 4.3247 1.1403
34 H -0.9789 -0.5858 -2.9441
35 H 0.9608 0.4855 4.6316
36 H 0.7187 0.1075 -3.9087
37 H -0.3430 -4.6622 -1.0734
38 H 0.9413 4.3078 -0.6396
39 H -0.9704 -1.3132 -4.4578
40 H 1.9493 1.1784 -1.2346
41 H -2.2393 -0.6008 1.5481
42 H 1.4381 -4.0188 -2.0323
43 H -1.1010 -4.3048 0.4983
44 H -1.9673 -3.9697 -1.0119
45 H 2.7503 -2.9112 -1.5467
46 H -1.6257 1.1288 -2.2961
47 H 1.7868 -1.8180 4.0482
48 H 0.0227 1.5724 3.5663
49 H 1.7724 1.2800 3.2251
50 H -2.8099 2.5177 2.5302

Kohn-Sham gap (spin up / spin down), eV: 5.2 / 7.7
Multiplicity: 4
Relative energy (zero: lowest compared OMol25 entry of this formula, charge and spin), kJ/mol: 0.00
Largest force on an atom, hartree/bohr: 0.075


Record 2
ORCA calculation (ωB97M-V/def2-TZVPD) on C4H4N2 as an isolated structure.

CARTESIAN COORDINATES (ANGSTROEM)
1 N -0.6662 0.2255 -1.3550
2 N -1.8275 0.6899 -1.0253
3 C -0.1840 -0.4451 -0.1135
4 C 1.2048 0.0708 0.2713
5 C -1.0971 -0.2021 1.1765
6 C -1.7564 0.4876 0.2612
7 H 1.3699 -0.1721 1.3101
8 H -0.1706 -1.5939 -0.2813
9 H 1.1453 1.2407 0.1952
10 H 1.9817 -0.3014 -0.4392

Kohn-Sham gap (spin up / spin down), eV: 9.6 / 9.6
Relative energy (zero: lowest compared OMol25 entry of this formula, charge and spin), kJ/mol: 645.34
Largest force on an atom, hartree/bohr: 0.099


Record 3
ORCA calculation (ωB97M-V/def2-TZVPD) on a 10-piece molecular cluster, C27H42N11O overall.

CARTESIAN COORDINATES (ANGSTROEM)
1 O 0.6701 -0.5413 0.0337
2 N 6.0795 -2.7575 -4.2589
3 N 2.0156 1.2287 4.5185
4 N -7.8196 -2.2619 -2.0704
5 N 5.4450 2.6625 6.2286
6 N -4.4583 1.0997 1.3727
7 N -5.5545 1.6968 1.7740
8 N 2.5759 -2.5262 -7.8116
9 N 3.8943 2.4686 0.3194
10 N -2.7976 -0.6843 6.2792
11 N 1.3876 -4.8292 -3.2584
12 N 0.9393 0.6617 -3.3623
13 C -0.0627 -0.2600 5.0753
14 C -6.5984 1.2060 1.1303
15 C 1.8745 1.3142 -3.2904
16 C 3.9031 4.7205 5.7626
17 C -3.4801 0.2162 6.1115
18 C -6.6490 0.2242 0.1127
19 C -4.3655 1.3741 5.8951
20 C 3.2235 -2.5349 -8.7523
21 C 4.7718 3.5621 6.0276
22 C 4.0606 -2.5462 -9.9632
23 C -4.3271 0.1495 0.4761
24 C 3.7042 -3.2507 -5.2380
25 C -0.1372 0.6084 -0.0982
26 C 1.1095 0.5772 4.7615
27 C 3.0813 2.1534 -3.1980
28 C -3.2055 1.5800 2.0437
29 C -2.0780 1.9341 1.0368
30 C 4.3702 2.2654 1.3394
31 C 1.5437 -3.2196 -1.2056
32 C -5.4181 -0.3609 -0.2560
33 C 5.0423 -2.9730 -4.6872
34 C -5.9340 -3.5495 -3.3488
35 C 4.9758 2.0006 2.6521
36 C -6.9928 -2.8241 -2.6239
37 C -0.9220 0.8693 1.2157
38 C 1.9410 -0.1765 0.5844
39 C 1.4558 -4.1275 -2.3604
40 H -7.6025 -0.0527 -0.3450
41 H -3.4086 2.4608 2.6705
42 H 2.8068 3.2036 -3.2796
43 H 0.4220 1.5236 -0.3660
44 H 3.7920 -3.6224 -6.2511
45 H 5.2346 0.9462 2.7316
46 H 2.9410 4.5788 6.2517
47 H 2.5855 -3.0938 -0.9141
48 H -0.2839 1.1091 2.0844
49 H -5.3119 1.2152 6.4091
50 H -0.5863 -0.5218 4.1568
51 H 3.2016 -3.9982 -4.6273
52 H 5.8786 2.5975 2.7728
53 H 5.1022 -2.7071 -9.6903
54 H -7.5612 1.6344 1.4399
55 H 1.1268 -2.2485 -1.4651
56 H 3.5744 1.9878 -2.2407
57 H 4.3690 5.6265 6.1463
58 H -3.3319 -0.2655 0.2853
59 H -5.3224 -1.1268 -1.0238
60 H 3.7460 4.8267 4.6902
61 H -2.9172 0.7681 2.7366
62 H 4.2719 2.2530 3.4434
63 H 3.7377 -3.3464 -10.6269
64 H -2.3875 1.8790 -0.0209
65 H 2.6017 -1.0593 0.5722
66 H 1.7535 0.1464 1.6309
67 H 3.1108 -2.3397 -5.2449
68 H 2.4410 0.6528 0.0276
69 H 3.7684 1.8998 -4.0038
70 H -1.4460 -0.0844 1.4545
71 H -0.7381 0.2810 5.7287
72 H 3.9706 -1.5936 -10.4822
73 H -4.5560 1.5022 4.8307
74 H -5.7350 -4.5001 -2.8567
75 H -1.6161 2.9169 1.2211
76 H -3.8958 2.2760 6.2849
77 H -5.0206 -2.9565 -3.3634
78 H -0.8803 0.3753 -0.8867
79 H 0.2572 -1.1726 5.5744
80 H -6.2519 -3.7376 -4.3727
81 H 0.9866 -3.6335 -0.3665

Kohn-Sham gap, eV: 7.3
Net charge: +1
Relative energy (zero: lowest compared OMol25 entry of this formula, charge and spin), kJ/mol: 54.66
Largest force on an atom, hartree/bohr: 0.051